DFT (ωB97M-V/def2-TZVPD) results for C36H38N3O4S2 as an isolated structure at a distorted geometry.

```
83
Properties=species:S:1:pos:R:3:mulliken_charge:R:1
S 2.6336 0.6023 -4.8871 1.053
S 0.9837 1.1741 -2.7245 1.158
O 1.8140 0.9230 -6.0630 -0.684
O 1.3534 0.5074 -1.4677 -0.430
O 4.0264 0.8402 -5.2746 -0.739
O 0.3341 2.4364 -2.3532 -0.758
N 3.2328 -1.5277 -3.2320 -0.494
N -2.4153 -1.3165 -5.0207 -0.604
N 2.3340 1.5830 -3.5847 -0.441
C -1.2672 -0.5403 1.0715 -0.297
C -0.9597 0.7126 -4.8127 -0.146
C 5.7838 -1.7042 0.3827 -0.589
C -7.2615 -0.4024 0.7731 -0.435
C -0.6996 -1.0429 -3.2208 -0.263
C -0.2710 0.2565 -3.6473 0.032
C -8.3388 -1.0980 1.3076 -0.360
C -2.2445 -2.6033 1.8368 -0.469
C 4.3383 4.4156 1.0974 -0.240
C -1.6180 3.6391 3.1447 -0.209
C -1.7142 -1.7101 -3.9368 -0.327
C 0.0153 -2.5751 1.0088 -0.444
C -2.3445 -1.2360 1.6061 -0.651
C 6.1915 -2.5036 1.4438 -0.357
C 5.0203 -3.6581 -0.7952 -0.400
C -0.7315 2.9165 3.9330 -0.306
C 2.5356 -1.1738 -4.4934 -0.735
C 4.3857 3.7057 -0.0984 -0.811
C -0.9409 2.8190 5.3028 -0.574
C -7.0579 -3.1332 1.2422 -0.457
C 1.9960 3.9050 1.3027 -0.200
C 3.1423 4.5185 1.7957 -0.522
C -2.7163 4.2609 3.7250 -0.608
C 5.4231 -4.4575 0.2681 -0.465
C -2.9229 4.1681 5.0957 -0.311
C 2.0441 3.1914 0.1115 -0.207
C -5.9793 -2.4372 0.7112 -0.315
C -6.0824 -1.0724 0.4720 -0.429
C 5.2018 -2.2818 -0.7390 -0.219
C -1.0634 -3.2726 1.5403 -0.495
C -8.2388 -2.4640 1.5383 -0.357
C -2.0343 3.4484 5.8844 -0.320
C -1.9509 -0.1028 -5.3949 -0.364
C -0.0878 -1.2098 0.7698 -0.519
C 6.0129 -3.8803 1.3853 -0.376
C 3.2391 3.0955 -0.5926 -0.181
H 0.1233 2.4287 3.4793 0.504
H -3.4112 4.8191 3.1088 0.357
H -0.2508 2.2532 5.9171 0.357
H -0.2387 -1.5127 -2.3335 0.343
H 5.9201 -0.6306 0.4291 0.438
H 3.2765 2.5456 -1.5246 0.384
H -3.2641 -0.7124 1.8427 0.508
H 3.0979 -1.6951 -5.3060 0.518
H -0.9837 -4.3382 1.7235 0.377
H 1.5005 -1.5919 -4.5505 0.316
H 1.1540 2.7121 -0.2686 0.322
H -6.9783 -4.1983 1.4255 0.354
H 1.0620 3.9824 1.8474 0.317
H -1.4529 3.7169 2.0761 0.425
H -3.0871 -3.1470 2.2489 0.483
H 3.1466 -2.5499 -3.1940 0.180
H -3.7772 4.6572 5.5492 0.350
H 4.8892 -1.6594 -1.5690 0.610
H -7.3404 0.6627 0.5910 0.361
H 3.1027 5.0763 2.7252 0.378
H -0.7151 1.6949 -5.2470 0.356
H -9.0811 -3.0073 1.9503 0.351
H 6.6486 -2.0530 2.3171 0.363
H -2.1947 3.3772 6.9541 0.350
H -1.9900 -2.7205 -3.5584 0.342
H 2.6677 -1.2037 -2.4394 0.297
H 5.2779 -5.5309 0.2252 0.360
H -9.2579 -0.5745 1.5439 0.349
H -5.0573 -2.9588 0.4827 0.463
H -5.2434 -0.5308 0.0516 0.479
H 6.3332 -4.5039 2.2121 0.351
H 0.9380 -3.0964 0.7795 0.495
H 0.7491 -0.6672 0.3493 0.469
H -2.4363 0.3073 -6.3083 0.335
H 5.3183 3.6286 -0.6456 0.396
H -1.3453 0.5252 0.8891 0.576
H 5.2342 4.8891 1.4833 0.350
H 4.5645 -4.1094 -1.6692 0.303
```

Its spin multiplicity is 1. Its total energy is -2656.2043 Eh. As for the total charge: -1. The calculation puts the LUMO energy at 2.27 eV.